# 1
Computed, not measured: C5H10O in the gas phase in a non-equilibrium geometry, with ωB97M-V/def2-TZVPD.

Geometry as XYZ:
```
16
Properties=species:S:1:pos:R:3:forces:R:3:nbo_charge:R:1
C 0.13007 0.97332 1.25468 -0.66 0.62 1.24 -0.2892
C -1.07230 1.18687 0.71704 0.19 0.18 0.22 -0.2807
C -1.70608 0.00105 0.06097 0.38 0.00 0.11 -0.4638
C -0.59862 -0.32118 -1.02440 0.92 -0.10 -0.07 -0.0668
O 0.76135 0.10070 -0.63004 -0.45 -0.31 -1.02 -0.5593
C 1.79653 -0.81358 -0.30497 -0.12 -0.29 -0.28 -0.2538
H 0.41199 -0.00421 1.64800 -0.17 0.19 -0.07 0.1725
H 0.89567 1.73135 1.34422 -0.20 0.26 0.29 0.1989
H -1.28654 2.14605 0.24888 -0.03 0.02 0.31 0.1945
H -2.68383 0.25274 -0.38947 0.61 -0.20 -0.14 0.2175
H -1.89450 -0.85382 0.72545 0.34 0.22 -0.04 0.2096
H -0.52550 -1.37574 -1.27493 -0.29 -0.14 -0.15 0.1850
H -0.84345 0.28227 -1.90850 0.27 -0.33 0.14 0.1900
H 1.51275 -1.59547 0.41704 -0.22 0.09 -0.28 0.1692
H 2.16434 -1.25621 -1.23010 0.12 -0.36 0.06 0.1802
H 2.64917 -0.27973 0.16036 -0.68 0.14 -0.30 0.1962
```
Forces are in eV/Å.

Results
Energy above the lowest of the compared OMol25 structures with the same formula, charge and spin: 68.20 kcal/mol
Highest occupied orbital energy: -8.31 eV
Spin multiplicity: 1
LUMO level: 1.044 eV
SMILES string: C=CCCOC

---

# 2
Computed, not measured: a molecular structure, CBrClS in a non-equilibrium geometry, with ωB97M-V/def2-TZVPD.

Geometry as XYZ:
```
4
Properties=species:S:1:pos:R:3:forces:R:3:nbo_charge:R:1
C -0.49877 0.96786 -0.19420 1.58 -2.25 0.76 -0.3947
S -0.48477 -0.63715 -0.29379 -0.87 0.09 -0.49 0.5580
Cl 0.93079 -2.33556 0.41435 -0.55 1.54 -0.22 -0.3449
Br 0.87512 1.86051 0.65974 -0.16 0.63 -0.05 0.1816
```
Forces are in eV/Å.

Results
Energy above the lowest of the compared OMol25 structures with the same formula, charge and spin: 34.63 kcal/mol
Highest occupied orbital energy (alpha / beta): -10.25 / -10.25 eV
Spin multiplicity: 1
LUMO level (alpha / beta): -1.959 / -1.959 eV

---

# 3
Computed, not measured: C4H8N2OS in the gas phase in a non-equilibrium geometry, with ωB97M-V/def2-TZVPD.

Geometry as XYZ:
```
16
Properties=species:S:1:pos:R:3:forces:R:3:nbo_charge:R:1
C 2.59113 -1.37027 -0.07103 -0.05 4.14 -0.49 -0.0681
N 1.58285 -0.51855 -0.03109 2.49 -1.63 0.11 -0.5710
S 1.96552 1.18688 0.11912 0.99 -1.80 0.12 0.4194
C 0.44870 2.03002 0.03549 -3.70 -1.16 -0.97 0.4896
O 0.54292 3.19214 -0.27882 0.03 0.18 0.44 -0.5886
N -0.82829 1.36908 0.12457 3.45 -1.46 1.25 -0.6463
C -1.16105 -0.02093 0.66138 -0.14 1.96 1.98 -0.2284
C -1.87833 -0.80540 -0.41553 1.71 -2.80 -0.79 -0.6332
H 3.67760 -0.98834 -0.14299 -1.54 -0.63 0.38 0.1561
H 2.46813 -2.42593 -0.18459 -0.62 -0.44 0.06 0.1917
H -1.56854 1.88754 -0.24757 -1.05 1.04 -0.44 0.3932
H -0.22331 -0.49251 0.95448 -0.37 0.10 -0.30 0.2426
H -1.70657 0.12580 1.72065 0.55 -0.37 -2.56 0.1866
H -2.03794 -1.95179 -0.09681 -0.37 2.78 -0.48 0.2221
H -1.15735 -0.95862 -1.30848 -0.87 0.52 1.40 0.2210
H -2.71546 -0.25911 -0.83879 -0.51 -0.44 0.30 0.2133
```
Forces are in eV/Å.

Results
Energy above the lowest of the compared OMol25 structures with the same formula, charge and spin: 47.60 kcal/mol
Highest occupied orbital energy: -9.37 eV
Spin multiplicity: 1
LUMO level: 0.470 eV
SMILES string: C=NSC(=O)NCC

---

# 4
Computed, not measured: 9 unconnected molecules or ions with the total composition C57H127N5O9 in a non-equilibrium geometry, with ωB97M-V/def2-TZVPD.

Geometry as XYZ:
```
198
Properties=species:S:1:pos:R:3:forces:R:3:mulliken_charge:R:1
C 7.20897 19.59378 -22.15367 -1.72 0.18 -1.76 -1.8209
C 7.71017 19.44964 -23.68572 0.21 0.26 2.32 1.4406
C 8.84703 20.47864 -23.88362 -0.59 0.28 -0.86 -1.6269
C 8.16986 17.97470 -23.68957 -1.29 -0.11 -0.30 -1.2393
C 8.58435 17.49856 -25.04717 -0.11 -1.55 0.07 -0.8991
C 7.46838 17.73352 -26.12116 2.37 0.70 -0.01 -1.2179
C 6.77736 19.12375 -26.04672 -1.18 -2.02 -1.52 1.8305
C 7.38719 20.09921 -26.99681 0.76 1.11 -0.12 -1.6984
C 5.43492 18.77013 -26.67103 -1.79 0.32 1.17 -2.2921
N 6.56053 19.56176 -24.67187 0.39 -0.79 1.99 0.2663
O 5.92839 20.83117 -24.56651 1.11 0.59 -0.69 -0.5135
H 6.83041 20.57661 -21.87291 0.55 0.35 -0.19 0.3530
H 6.28275 19.01926 -22.16576 -0.06 -0.41 0.29 0.4893
H 7.83858 19.19565 -21.35794 0.41 0.06 -0.50 0.3511
H 8.46400 21.49875 -23.91126 -0.47 0.00 0.24 0.3681
H 9.59800 20.49243 -23.09372 0.05 -0.50 -0.11 0.4012
H 9.27772 20.39532 -24.88145 0.53 -0.36 0.19 0.2915
H 8.78960 17.65375 -22.85231 0.87 0.78 -0.26 0.5364
H 7.31078 17.35407 -23.43484 -0.71 0.29 -0.08 0.4313
H 9.61611 17.79371 -25.23809 -0.24 0.84 -0.85 0.3513
H 8.74836 16.42637 -24.93940 -0.24 -0.36 -0.17 0.4911
H 6.74432 16.95564 -26.36352 -0.11 -0.36 1.54 0.4819
H 7.98339 17.66210 -27.07916 0.28 0.65 -0.26 0.3578
H 7.27557 19.86015 -28.05439 0.37 -0.89 0.10 0.4068
H 8.43215 20.18331 -26.69834 0.11 0.65 -0.60 0.4053
H 6.84139 21.04256 -27.01462 0.33 0.35 0.80 0.3522
H 5.38409 18.14295 -27.56106 0.76 0.72 -0.53 0.4204
H 4.89677 19.71523 -26.74358 -0.48 -0.17 -0.58 0.4234
H 4.87089 18.12332 -25.99901 -0.10 0.21 0.56 0.5244
H 5.01438 20.74370 -24.28629 -0.01 -0.82 0.11 0.3342
C 6.51225 24.14207 -35.72942 0.33 -1.47 -1.53 -1.7149
C 6.58207 24.09431 -37.30363 -0.74 0.76 0.33 1.6230
C 7.44013 25.26513 -37.76517 0.63 -0.03 -0.17 -1.8461
C 7.22602 22.75720 -37.84938 0.18 -1.30 1.92 -1.2019
C 6.30655 21.72362 -38.48345 0.00 2.34 -1.40 -0.8207
C 5.04255 21.64298 -37.69876 -0.46 0.26 -0.41 -1.0223
C 4.26114 23.03439 -37.67475 0.91 0.80 0.39 1.4751
C 3.34368 23.08518 -38.86886 -0.13 -0.64 -0.45 -1.7448
C 3.43230 23.09454 -36.39400 -0.22 0.06 0.33 -1.8046
N 5.22176 24.23281 -37.84385 0.05 -3.07 -1.05 0.1330
O 4.64435 25.48865 -38.03639 0.34 -0.57 0.32 -0.4275
H 5.86400 24.94358 -35.37523 0.62 0.37 0.05 0.3395
H 6.04281 23.21697 -35.39487 0.11 -0.08 0.13 0.3512
H 7.56286 24.10320 -35.44168 -0.18 0.56 0.82 0.4991
H 7.38609 26.14405 -37.12277 -0.47 0.10 -0.17 0.3690
H 8.48813 24.97041 -37.71126 0.10 -0.13 0.07 0.4484
H 7.25525 25.50930 -38.81126 -0.18 0.15 0.10 0.4164
H 8.23492 22.81350 -38.25809 -0.32 0.72 -0.77 0.4348
H 7.46909 22.15202 -36.97601 0.30 0.35 0.89 0.3579
H 5.91485 22.14767 -39.40804 0.44 -0.12 -0.66 0.2380
H 6.78463 20.77981 -38.74561 0.04 0.01 0.41 0.4825
H 5.18234 21.20971 -36.70839 -0.10 0.15 0.15 0.3601
H 4.51303 20.94059 -38.34247 -0.99 -0.10 0.66 0.4265
H 2.81416 24.01739 -39.06562 0.21 0.08 0.38 0.3550
H 2.61592 22.28938 -38.71021 -0.19 -0.01 -0.37 0.4453
H 3.95760 22.85847 -39.74052 -0.24 0.00 -0.24 0.3665
H 3.92807 22.71597 -35.50014 0.40 0.43 -0.02 0.3806
H 2.54614 22.46096 -36.43133 -0.16 0.01 -0.45 0.4214
H 3.08427 24.11783 -36.25305 -0.08 0.04 0.29 0.3289
H 4.36960 25.79652 -37.16959 -0.19 0.32 0.46 0.3302
C 5.83914 11.24899 -45.90120 -0.16 0.15 1.30 -1.6573
C 7.36618 10.94057 -45.94267 -0.70 3.23 -2.40 1.3224
C 7.61354 9.54531 -46.30104 1.28 -1.72 0.71 -1.8415
C 7.86488 11.81684 -47.19307 -0.63 -0.31 1.49 -0.9268
C 7.97481 13.23438 -46.77356 0.76 2.09 -0.02 -0.7839
C 9.03050 13.43675 -45.65782 -0.67 -0.23 -2.46 -1.1803
C 8.54143 12.75135 -44.44696 -0.21 -0.73 2.54 1.5936
C 9.76800 12.61108 -43.52440 0.86 0.03 -1.04 -1.9480
C 7.50849 13.64135 -43.75400 -0.72 0.85 -0.06 -1.7123
N 8.10100 11.36921 -44.76860 0.72 0.25 -1.54 0.2838
O 7.55511 10.69630 -43.69751 -0.16 -0.17 1.48 -0.4859
H 5.64992 12.27821 -45.59629 0.22 0.16 -0.15 0.3462
H 5.27828 11.10414 -46.82453 0.37 -0.31 -0.14 0.4007
H 5.35309 10.68451 -45.10544 0.01 -0.34 -0.08 0.3834
H 7.61943 8.84254 -45.46786 -1.49 -0.12 0.22 0.3545
H 6.95819 9.29442 -47.13510 0.35 -0.55 0.10 0.3689
H 8.68029 9.38955 -46.46194 0.20 0.43 -1.22 0.4424
H 8.85606 11.58172 -47.58085 -0.06 -0.73 0.05 0.2579
H 7.11915 11.78825 -47.98754 0.12 -0.54 -0.09 0.4356
H 8.24946 13.77760 -47.67776 0.26 0.40 0.03 0.3559
H 7.05970 13.72718 -46.44518 -0.30 -0.38 -0.09 0.3634
H 9.21765 14.49491 -45.47519 -0.03 -0.07 0.12 0.4957
H 9.95104 12.97919 -46.02025 0.26 -0.03 0.13 0.3819
H 9.64895 12.42167 -42.45760 -0.23 -0.01 -0.21 0.3520
H 10.40661 13.47189 -43.72268 -0.24 0.60 0.74 0.3853
H 10.40415 11.87892 -44.02175 -0.10 -0.72 0.45 0.5107
H 7.06364 13.32600 -42.81020 0.07 -0.73 -0.24 0.3455
H 6.71471 13.92437 -44.44531 -0.29 -0.29 0.09 0.3473
H 7.92370 14.61472 -43.49271 0.59 0.01 -0.08 0.4525
H 8.26159 10.09242 -43.45705 -0.06 -0.21 0.37 0.3558
C -0.06633 15.76384 -30.04417 0.88 -1.28 0.10 -1.7944
C -1.34320 16.51390 -30.34059 -1.42 1.29 0.32 1.5921
C -2.61583 15.67397 -29.93473 1.13 -0.20 1.62 -1.7857
C -1.25346 17.85947 -29.48187 0.05 0.70 -0.17 -1.3976
C -0.36791 19.00935 -30.07204 -0.95 -1.39 -0.98 -0.5321
C -1.00599 19.20302 -31.46039 0.72 -0.19 -1.09 -1.4122
C -0.97056 17.93586 -32.45730 0.85 1.05 0.79 1.6262
C -1.84952 18.26750 -33.66369 -0.55 0.69 0.07 -1.8229
C 0.48809 17.68063 -32.92823 -0.60 -0.65 -0.88 -1.7375
N -1.64940 16.83106 -31.77008 0.24 0.06 -0.53 0.2684
O -1.53433 15.63151 -32.61854 0.62 0.49 1.29 -0.5068
H 0.82577 16.33184 -29.78030 -0.28 0.66 -0.11 0.3463
H -0.22358 15.12126 -29.17788 -0.14 -0.04 0.13 0.4441
H 0.29085 15.09135 -30.82411 -0.45 -0.02 -0.32 0.3805
H -2.79383 15.55605 -28.86585 1.08 0.26 0.72 0.4526
H -3.61419 16.07604 -30.10709 0.33 -0.02 -1.53 0.3934
H -2.36037 14.64719 -30.19656 -0.90 -0.02 -0.77 0.3953
H -2.22435 18.34127 -29.36644 -0.39 -0.31 -0.26 0.4522
H -0.96924 17.65814 -28.44902 0.21 -0.62 -0.08 0.4341
H -0.40154 19.94288 -29.51036 -0.45 -0.13 0.21 0.3746
H 0.69771 18.78547 -30.12125 0.02 -0.38 -0.21 0.3069
H -0.52018 20.02666 -31.98356 0.20 -0.02 -0.25 0.4557
H -2.03550 19.54484 -31.35369 -0.18 -0.29 0.18 0.4378
H -2.10134 17.45196 -34.34163 0.28 -0.27 0.22 0.3919
H -1.46865 19.05843 -34.30981 0.36 0.09 0.18 0.3929
H -2.78522 18.64210 -33.24870 -0.21 -0.06 -0.16 0.4039
H 0.81986 18.42353 -33.65358 0.18 0.92 0.80 0.4268
H 0.49890 16.87281 -33.65994 -0.27 -0.81 0.47 0.4151
H 1.21155 17.44050 -32.14911 -0.04 0.33 -0.03 0.2644
H -2.24354 15.70887 -33.26089 -0.32 0.17 0.25 0.3339
C 3.61660 5.64836 -36.66833 -1.43 0.57 0.02 -1.5365
C 2.28876 5.13295 -37.37684 0.33 0.96 0.44 1.3405
C 2.22713 3.65963 -37.10841 -0.22 -0.81 -0.85 -1.8574
C 0.96575 5.67137 -36.60957 0.58 -2.66 -1.68 -1.1845
C 0.78107 7.07907 -36.74621 0.34 2.50 -1.34 -0.6730
C 0.74267 7.42605 -38.30312 1.45 -0.42 1.22 -1.2140
C 1.96267 6.93682 -39.14815 -1.26 -1.18 -2.01 1.6146
C 1.41984 6.88722 -40.63348 -1.37 -0.82 -0.44 -1.7067
C 3.02383 7.99220 -39.09186 1.20 0.33 0.74 -1.8798
N 2.27526 5.49243 -38.88969 -2.85 0.40 3.62 0.2358
O 3.32449 4.92274 -39.56181 1.52 0.39 -0.19 -0.4853
H 4.50210 5.08678 -36.96600 -0.11 0.20 -0.26 0.3407
H 3.72246 6.72780 -36.77642 0.40 -0.05 -0.58 0.3492
H 3.51934 5.57961 -35.58486 -0.14 -0.55 0.15 0.4205
H 2.51503 3.46349 -36.07557 0.03 -0.05 -0.07 0.3938
H 1.19921 3.32499 -37.24805 0.01 -0.27 -0.04 0.4168
H 2.86119 3.08792 -37.78607 0.16 -0.03 0.12 0.4079
H 0.03356 5.32922 -37.05909 0.27 -1.27 -0.59 0.3997
H 0.90855 5.24076 -35.60988 0.54 0.29 0.23 0.4419
H -0.20103 7.35000 -36.35868 0.25 0.51 0.39 0.3929
H 1.62278 7.51207 -36.20571 -0.26 1.13 -0.13 0.3028
H 0.86200 8.50215 -38.42902 -0.86 0.11 0.03 0.3887
H -0.16559 7.02550 -38.75336 -0.10 0.20 0.26 0.4197
H 1.13137 7.77717 -41.19283 0.90 0.72 0.42 0.3799
H 0.43751 6.41639 -40.67160 -0.33 -0.34 0.82 0.4245
H 1.88198 6.20408 -41.34612 1.09 0.33 0.22 0.3059
H 3.18644 8.42937 -38.10669 -0.30 -0.14 0.35 0.4069
H 2.67761 8.82200 -39.70803 0.48 -0.06 -0.25 0.4539
H 4.01458 7.61402 -39.34383 -0.09 0.09 -0.65 0.3451
H 2.94169 4.44117 -40.29881 -0.23 -0.09 0.02 0.3556
C 8.72887 8.85243 -31.36069 0.34 0.35 1.57 -1.2384
C 8.12127 9.94336 -32.16079 0.61 -0.64 1.31 0.3922
C 9.08887 11.07681 -32.36844 -0.88 1.56 -1.16 -1.1662
O 7.94747 9.32562 -33.36963 -1.46 -0.10 -3.13 -0.5566
H 9.54174 8.52045 -32.00656 0.49 -0.17 0.85 0.3451
H 8.07986 8.00859 -31.12654 -0.24 0.07 -0.24 0.3602
H 8.94361 9.36434 -30.42265 1.00 -0.70 0.42 0.3028
H 7.18713 10.22926 -31.67732 -0.22 0.62 -0.26 0.2782
H 8.72454 11.55670 -33.27678 0.01 0.02 -0.39 0.2940
H 10.12006 10.82567 -32.61680 -0.04 -0.36 0.55 0.3088
H 8.99131 11.93076 -31.69810 0.37 -0.49 0.68 0.3538
H 7.17239 8.76318 -33.30243 0.02 -0.16 -0.21 0.3260
C 1.54542 14.29284 -42.08601 -0.89 -1.10 1.88 -1.1618
C 0.61781 14.66679 -40.86494 0.94 2.41 -0.90 0.3933
C 1.27297 15.87608 -40.08052 -0.44 -1.10 -0.28 -1.1452
O -0.59897 15.15048 -41.38633 -0.75 0.16 -0.84 -0.5463
H 1.82101 15.03239 -42.83783 -0.30 0.50 0.61 0.3302
H 1.09300 13.45872 -42.62234 0.11 -0.12 0.03 0.3061
H 2.41476 13.94421 -41.52852 0.49 -0.21 -0.65 0.3300
H 0.33364 13.84303 -40.21014 0.86 -0.41 -0.01 0.2533
H 1.48890 16.67265 -40.79251 -0.10 -0.03 -0.01 0.3067
H 2.19159 15.63718 -39.54464 0.02 -0.22 -0.05 0.2925
H 0.54817 16.23566 -39.35013 0.01 0.13 0.09 0.3422
H -1.16371 15.47916 -40.68303 0.04 -0.02 0.14 0.2991
C 14.35683 14.34655 -38.31912 -1.12 -0.95 1.33 -1.1526
C 13.34501 13.51811 -37.32520 2.18 -0.34 -1.17 0.5236
C 13.45366 12.00159 -37.39270 -1.64 -0.30 -2.58 -1.4741
O 13.65135 13.73298 -35.99602 0.35 1.91 1.83 -0.5561
H 14.10556 15.38844 -38.12051 0.34 0.08 0.02 0.3030
H 14.19606 14.17676 -39.38376 -0.29 -0.28 0.07 0.3293
H 15.40628 14.14507 -38.10432 -0.06 0.03 0.20 0.2986
H 12.39288 13.98046 -37.58555 -0.45 -0.62 0.31 0.2181
H 14.46836 11.60496 -37.42688 0.02 0.29 -0.14 0.3824
H 12.88940 11.76066 -38.29362 0.58 -0.68 -0.62 0.3483
H 12.86619 11.42361 -36.67932 0.08 0.58 0.68 0.4432
H 13.98444 12.91096 -35.62868 0.00 0.29 0.08 0.3361
C 6.46021 15.18419 -36.29739 -0.66 0.58 1.93 -1.2174
C 5.25462 15.19838 -35.27754 -0.63 -2.33 0.49 0.4634
C 4.37012 13.95263 -35.53549 0.13 0.39 -2.64 -1.1552
O 5.62484 14.93830 -33.92305 1.76 0.68 0.70 -0.5368
H 7.21433 14.46014 -35.98895 -0.46 -0.61 -0.11 0.3170
H 7.04799 16.09884 -36.21963 -0.41 0.38 -0.43 0.3196
H 6.04934 14.98843 -37.28782 0.37 0.15 0.02 0.3151
H 4.66522 16.11308 -35.21409 0.10 0.22 -0.93 0.2512
H 4.11062 13.95170 -36.59414 -0.75 0.35 -0.33 0.2868
H 3.44162 13.83372 -34.97704 0.33 0.17 0.32 0.3476
H 4.96894 13.04327 -35.58601 0.23 0.01 1.05 0.3113
H 4.86435 15.11265 -33.36375 -0.02 0.01 -0.06 0.2983
```
Forces are in eV/Å.

Results
Energy above the lowest of the compared OMol25 structures with the same formula, charge and spin: 225.21 kcal/mol
Highest occupied orbital energy: -7.93 eV
Spin multiplicity: 1
LUMO level: 0.069 eV
SMILES string: CC1(C)CCCC(C)(C)N1O.CC1(C)CCCC(C)(C)N1O.CC1(C)CCCC(C)(C)N1O.CC1(C)CCCC(C)(C)N1O.CC1(C)CCCC(C)(C)N1O.CC(C)O.CC(C)O.CC(C)O.CC(C)O

---

| no. | molar mass (g mol⁻¹) | electronic energy (eV) |
| --- | --- | --- |
| 1 | 86.1 | -7391.808 |
| 2 | 159.4 | -94434.414 |
| 3 | 132.2 | -20138.770 |
| 4 | 1026.7 | -87031.465 |